A structure of composition C39H42Cl2CrN9O6P. Source: the Open Molecules 2025 dataset; level of theory: ωB97M-V/def2-TZVPD.

The geometry in XYZ format:
```
100
Properties=species:S:1:pos:R:3:forces:R:3:lowdin_charge:R:1
Cr -0.1818 -0.2131 0.3472 0.87 -0.33 -0.26 0.676
O 0.4204 1.8596 0.8090 -0.29 0.47 -0.14 -0.093
C -0.5427 1.4255 1.4820 0.37 -0.14 0.23 -0.375
C -1.6711 1.9815 2.1347 -0.11 0.26 -0.13 -0.230
C -1.6986 3.1439 2.9360 0.02 -0.05 0.01 -0.036
C -2.8449 3.4351 3.6499 -0.02 0.02 0.02 -0.110
C -3.9759 2.6150 3.5851 0.04 -0.01 -0.03 -0.104
C -3.9582 1.4776 2.7765 -0.02 0.01 0.04 -0.078
C -2.8268 1.1732 2.0519 0.01 -0.01 -0.06 -0.297
P -2.5298 -0.1930 0.8942 -0.30 -0.13 0.17 1.120
C -3.5446 0.2343 -0.5592 0.03 0.10 0.05 -0.296
C -4.0336 1.5258 -0.7500 -0.04 -0.05 0.02 -0.081
C -4.7098 1.8598 -1.9169 0.00 -0.01 -0.03 -0.101
C -4.9032 0.9094 -2.9100 -0.01 0.03 0.00 -0.114
C -4.4148 -0.3788 -2.7289 0.02 0.00 0.03 -0.088
C -3.7399 -0.7122 -1.5636 0.02 -0.04 -0.08 -0.097
C -3.0775 -1.7284 1.5287 0.02 0.03 0.07 -0.295
C -2.1277 -2.3592 2.4886 0.09 -0.08 -0.15 -0.468
C -2.5963 -3.7087 2.8969 -0.02 -0.03 -0.02 -0.064
C -3.7906 -4.2359 2.5244 -0.02 0.00 0.01 -0.141
C -4.6900 -3.5568 1.6711 0.02 0.02 0.02 -0.156
C -4.2928 -2.3188 1.2020 -0.06 0.02 0.01 -0.144
H -0.8184 3.7711 3.0117 -0.01 0.01 -0.01 0.103
H -2.8672 4.3185 4.2788 0.00 0.00 0.00 0.091
H -4.8578 2.8627 4.1618 0.00 0.00 0.00 0.086
H -4.8245 0.8279 2.7151 0.00 0.00 0.00 0.113
H -3.8904 2.2724 0.0210 0.01 0.00 -0.01 0.104
H -5.0915 2.8659 -2.0448 0.00 0.00 0.00 0.096
H -5.4391 1.1675 -3.8158 0.00 0.00 0.00 0.092
H -4.5607 -1.1301 -3.4960 0.00 -0.01 0.00 0.102
H -3.3471 -1.7103 -1.4270 0.00 0.00 0.04 0.085
H -1.9676 -2.0973 4.4148 -0.10 0.00 -0.01 0.079
H -1.9122 -4.2770 3.5225 0.04 -0.02 -0.06 0.088
H -4.0502 -5.2273 2.8854 0.01 0.00 0.01 0.088
H -5.6288 -4.0001 1.3702 -0.01 0.00 0.00 0.067
H -4.9558 -1.7836 0.5287 0.00 0.01 -0.01 0.091
N 1.8071 0.7338 2.9071 -0.41 0.25 0.51 0.040
N 1.8973 -0.5594 3.4174 -0.08 0.03 0.08 -0.012
C 1.0483 -1.5349 2.9832 0.31 0.08 -0.05 -0.402
N 1.2671 -2.7295 3.6316 -0.03 -0.03 -0.03 0.150
N 0.1730 -1.4050 2.0320 -0.40 0.06 -0.06 0.063
N -0.6881 -2.5539 1.9879 0.04 0.08 0.17 -0.127
O -0.6341 -3.0846 0.7275 0.11 0.02 -0.01 -0.125
O -1.9286 -1.5111 3.6503 0.08 0.04 0.02 -0.008
H 2.3641 0.8129 2.0536 -0.03 -0.10 0.20 0.024
H 2.1076 1.3826 3.6192 -0.08 -0.02 0.09 0.079
H 2.8217 -0.9235 3.6082 0.04 0.00 -0.11 0.135
H 1.4038 -2.6365 4.6248 0.00 0.00 0.00 0.092
H 0.5711 -3.4104 3.3512 -0.03 0.01 0.02 0.084
N -1.3417 1.7753 -3.3304 0.06 0.03 -0.03 0.190
C -1.0086 1.7797 -2.0031 -0.24 -0.20 -0.02 -0.593
N -0.9847 2.9763 -1.3740 0.29 0.07 0.08 0.207
O -0.7861 0.7066 -1.4415 0.23 -0.06 0.12 -0.053
H -1.8955 2.5389 -3.6788 -0.04 -0.02 0.02 0.098
H -1.5920 0.8620 -3.6763 -0.03 0.01 0.02 0.100
H -0.8687 3.7933 -1.9486 -0.01 0.04 0.01 0.105
H -0.4525 2.9564 -0.5028 0.00 -0.02 0.03 0.082
Cl 7.2611 0.9568 0.6806 -0.01 0.02 0.00 0.698
C 5.8383 1.9527 0.8848 -0.02 -0.06 0.03 -0.576
C 5.4721 2.2959 2.1675 0.02 0.04 0.01 -0.120
C 4.3252 3.0446 2.3747 0.04 0.00 -0.05 -0.102
C 3.5873 3.4546 1.2804 -0.06 -0.01 0.05 -0.118
C 3.9817 3.1167 -0.0016 -0.06 0.05 -0.04 -0.561
Cl 3.0370 3.7589 -1.3114 -0.09 0.02 -0.01 0.747
C 5.1001 2.3164 -0.2531 0.04 -0.19 0.10 -0.304
N 5.5244 1.9061 -1.5061 0.08 0.30 -0.26 0.064
C 4.6420 1.5248 -2.5782 0.03 -0.09 0.12 -0.252
C 4.6136 2.2964 -3.7317 -0.01 0.00 -0.03 -0.071
C 3.7895 1.9472 -4.7880 0.02 -0.03 0.03 -0.096
C 3.0036 0.8046 -4.6912 0.02 0.00 0.02 -0.081
C 3.0659 0.0156 -3.5549 -0.07 0.01 -0.01 -0.020
C 3.8834 0.3581 -2.4802 -0.02 0.02 0.01 -0.145
C 3.9674 -0.5217 -1.2672 -0.11 -0.08 0.08 -0.027
C 2.9037 -0.2553 -0.1802 -0.17 -0.31 0.17 -0.569
O 3.3127 -0.0066 0.9634 0.40 -0.17 -0.65 0.002
O 1.6990 -0.4124 -0.5431 0.04 0.31 -0.10 -0.074
H 6.0772 1.9544 2.9957 0.00 -0.01 0.00 0.102
H 4.0116 3.3047 3.3763 0.00 0.01 0.00 0.102
H 2.6843 4.0359 1.4031 -0.01 0.00 0.00 0.104
H 6.3340 1.3074 -1.4438 0.02 0.03 -0.01 0.070
H 5.2255 3.1884 -3.7689 0.00 0.00 0.00 0.108
H 3.7595 2.5612 -5.6795 0.00 0.00 0.00 0.095
H 2.3513 0.5198 -5.5077 0.00 0.00 0.00 0.099
H 2.4748 -0.8886 -3.4866 -0.05 -0.01 0.01 0.108
H 4.9446 -0.4357 -0.7944 -0.04 -0.05 0.01 0.100
H 3.8263 -1.5624 -1.5700 0.00 0.02 -0.04 0.121
C -1.4204 -3.9193 -1.6686 0.01 0.00 -0.01 -0.040
C -0.3579 -2.8137 -1.5133 0.28 0.04 0.15 -0.619
C -0.4263 -1.8900 -2.7252 0.00 -0.02 -0.02 -0.055
C 1.0371 -3.4716 -1.4830 0.00 0.01 -0.03 -0.038
N -0.6087 -2.0344 -0.3060 -0.70 -0.21 -0.33 -0.113
H -1.4334 -4.2887 -2.6988 0.01 -0.02 0.01 0.075
H -2.4094 -3.5392 -1.4096 0.00 0.00 -0.03 0.067
H -1.2189 -4.7573 -1.0026 -0.01 0.01 0.02 0.076
H -0.1858 -2.4670 -3.6232 -0.01 0.01 0.01 0.083
H 0.2807 -1.0705 -2.6238 0.07 0.02 -0.02 0.051
H -1.4265 -1.4668 -2.8367 -0.01 -0.01 0.00 0.059
H 1.2388 -4.0075 -2.4170 -0.01 -0.01 0.01 0.076
H 1.1026 -4.1790 -0.6568 0.01 0.02 0.02 0.075
H 1.7923 -2.6990 -1.3388 0.01 -0.01 -0.04 0.055
```
Forces are in eV/Å.

Calculated values
frontier orbital gap (spin up / spin down): 0.1902 / 0.2000 Eh
multiplicity: 4
charge: -1